Molecular formula: C32H34PRu
Method: DFT, ωB97M-V/def2-TZVPD

Each line ends with the Löwdin charge.
CARTESIAN COORDINATES (ANGSTROEM)
C1 -2.7816 0.5925 -3.3399  -0.43
C2 -3.4702 -0.7510 -3.2543  -0.09
C3 -3.7919 1.7175 -3.4284  -0.09
C4 -1.8891 0.5936 -4.5631  -0.11
H1 -4.0681 1.8423 -4.4828  0.10
H2 -3.3895 2.6718 -3.0788  0.07
H3 -4.7000 1.4941 -2.8672  0.07
H4 -4.2049 -0.7995 -4.0731  0.11
H5 -4.0152 -0.9078 -2.3225  0.05
H6 -2.7612 -1.5750 -3.3858  0.09
H7 -2.4307 0.1011 -5.3836  0.10
H8 -0.9578 0.0437 -4.4067  0.08
H9 -1.6502 1.6085 -4.8864  0.08
C5 -1.8987 1.1751 0.9965  -0.18
C6 -3.0149 1.7487 0.2759  -0.19
C7 -3.6886 0.6641 -0.3788  -0.18
H10 -3.3759 2.7696 0.3799  0.12
C8 -3.0174 -0.5489 -0.0665  -0.10
C9 -1.9468 -0.2400 0.7901  -0.18
H11 -1.3904 -1.0112 1.2951  0.05
H12 -1.2918 1.6923 1.7382  0.11
H13 -4.6373 0.7342 -0.8818  0.10
H14 -3.2678 -1.5720 -0.3413  0.12
C10 0.9494 1.6717 -1.5616  -0.14
C11 0.2845 2.4561 -0.5748  -0.19
C12 -0.7611 3.2072 -1.2354  -0.20
H15 0.6042 2.6324 0.4476  0.10
C13 -0.7445 2.8172 -2.6187  -0.20
C14 0.2994 1.8532 -2.7962  -0.11
H16 0.6313 1.3959 -3.7238  0.12
H17 1.8428 1.0744 -1.4543  0.08
H18 -1.3168 4.0397 -0.8087  0.13
H19 -1.2886 3.3033 -3.4128  0.11
Ru1 -1.5319 1.2383 -1.1952  1.30
C15 1.3849 -4.7427 1.8312  -0.07
C16 0.4009 -4.3707 0.9015  -0.07
C17 0.3084 -3.0436 0.4748  -0.10
C18 1.2891 -2.1675 0.9781  -0.43
C19 2.2142 -2.5083 1.9836  -0.11
C20 2.2788 -3.8273 2.3973  -0.05
P1 1.0796 -0.3952 0.8115  1.09
C21 0.6230 -0.1689 2.5588  -0.37
C22 -0.1088 -1.1290 3.3199  -0.09
C23 -0.2503 -0.9624 4.6898  -0.06
C24 0.2866 0.1796 5.2845  -0.07
C25 0.9253 1.1712 4.5233  -0.07
C26 1.0528 1.0369 3.1412  -0.11
C27 2.8720 -0.0913 0.4539  -0.37
C28 3.3990 1.1860 0.7128  -0.11
C29 4.7699 1.3874 0.5690  -0.07
C30 5.5887 0.3688 0.0626  -0.07
C31 5.0293 -0.8456 -0.3490  -0.06
C32 3.6548 -1.0520 -0.2169  -0.09
H20 1.4735 -5.7770 2.1330  0.10
H21 -0.2897 -5.0928 0.4712  0.10
H22 -0.4704 -2.6727 -0.2112  0.10
H23 2.8190 -1.7163 2.4405  0.13
H24 3.0405 -4.0892 3.1239  0.11
H25 -0.4963 -2.0299 2.8305  0.11
H26 -0.7570 -1.7488 5.2457  0.11
H27 0.1955 0.2980 6.3578  0.11
H28 1.3498 2.0677 4.9697  0.11
H29 1.5388 1.7786 2.5070  0.07
H30 2.7521 1.9944 1.0469  0.08
H31 5.1841 2.3460 0.8707  0.11
H32 6.6629 0.5270 -0.0249  0.11
H33 5.6525 -1.6462 -0.7451  0.11
H34 3.2179 -1.9970 -0.5441  0.11

Its expectation value of S² is 6.0310. The value obtained for the electronic energy is -45593.8574 eV. The multiplicity is 5. The charge is +1.

Molecular formula: C3H5NO2
Method: DFT, ωB97M-V/def2-TZVPD

Each line ends with the Löwdin charge.
CARTESIAN COORDINATES (ANGSTROEM)
O1 1.8152 -1.3873 -0.2825  0.05
C1 1.5936 -0.4388 0.4313  -0.25
C2 0.4067 0.4761 0.2538  -0.26
N1 -0.4276 0.0036 -0.8084  -0.04
C3 -2.7183 -0.6036 0.0224  -0.01
O2 -2.4815 -0.4813 1.1311  0.00
H1 2.2704 -0.1868 1.2724  0.12
H2 -0.1328 0.4767 1.2193  0.11
H3 0.8014 1.5011 0.1367  0.12
H4 0.0337 -0.6366 -1.4377  0.08
H5 -1.0363 0.6683 -1.2597  0.07

The value obtained for the energy relative to the best compared isomer or geometry (same formula, charge and spin) is 37.1 kcal/mol. The value obtained for the electronic energy is -8776.0852 eV.

Molecular formula: C35H86F6LiN9O21S2
Method: DFT, ωB97M-V/def2-TZVPD

Each line ends with the Löwdin charge.
CARTESIAN COORDINATES (ANGSTROEM)
Li1 2.9706 -0.5788 -1.6550  0.64
C1 -0.4721 0.7571 0.3176  -0.63
F1 -0.6325 0.6349 -0.9840  0.15
F2 -0.9846 1.8219 0.9117  0.15
F3 -1.1059 -0.2418 0.9393  0.13
S1 1.4210 0.6974 0.6704  0.69
O1 1.9103 1.8341 -0.0833  -0.29
O2 1.7283 0.8317 2.0799  -0.27
N1 1.8128 -0.7044 -0.1247  -0.35
S2 1.8849 -1.7623 1.0539  0.58
O3 3.2315 -2.0041 1.5212  -0.26
O4 0.8730 -1.7474 2.0788  -0.29
C2 1.2851 -3.2129 0.0131  -0.63
F4 1.2426 -4.3916 0.6314  0.16
F5 0.0158 -2.9125 -0.2547  0.12
F6 2.0559 -3.3372 -1.0760  0.13
C3 4.3807 1.9631 -2.2757  -0.17
C4 3.1472 1.8530 -3.1662  -0.22
O5 3.0130 0.5008 -3.5499  -0.10
O6 4.4569 0.8812 -1.3099  -0.13
H1 4.3243 2.9480 -1.8124  0.12
H2 5.2464 1.8240 -2.9244  0.13
H3 3.3760 2.4850 -4.0279  0.14
H4 2.3050 2.3009 -2.6336  0.11
H5 2.3276 0.4479 -4.2256  0.11
H6 5.3951 0.7396 -1.1405  0.05
C5 5.4784 -2.3682 -4.4174  -0.20
C6 5.5280 -2.1315 -2.9196  -0.23
O7 4.2520 -2.3068 -2.3470  -0.11
O8 5.4071 -1.0739 -5.0287  -0.07
H7 4.5768 -2.8747 -4.7667  0.13
H8 6.3747 -2.9359 -4.6644  0.12
H9 5.9996 -1.2048 -2.5965  0.12
H10 6.2935 -2.8251 -2.5412  0.12
H11 3.9395 -3.2093 -2.2585  0.09
H12 4.5208 -0.7403 -4.8618  0.05
C7 2.4588 -4.3231 3.6989  -0.22
C8 1.7514 -5.6977 3.5981  -0.22
O9 2.6029 -6.7675 3.2248  -0.06
O10 3.0584 -4.1769 4.9872  -0.08
H13 1.9136 -3.3920 3.5608  0.10
H14 3.2959 -4.3735 2.9940  0.11
H15 0.8092 -5.6088 3.0571  0.10
H16 1.4602 -5.9243 4.6291  0.13
H17 3.1037 -6.8441 4.0439  0.10
H18 2.6231 -3.4253 5.3942  0.08
C9 1.4384 -8.1848 -0.8840  -0.23
C10 1.7636 -9.1971 0.2511  -0.24
O11 1.2290 -8.8643 1.5310  -0.08
O12 2.1591 -6.9533 -0.7594  -0.07
H19 0.4073 -8.2062 -1.2351  0.12
H20 2.0137 -8.6190 -1.7101  0.11
H21 2.8451 -9.3438 0.2920  0.12
H22 1.3311 -10.1820 0.0656  0.11
H23 1.8386 -8.2538 1.9648  0.04
H24 1.5982 -6.2831 -0.3576  0.05
C11 1.3359 5.4703 1.0674  -0.23
C12 2.6050 5.2148 0.2617  -0.26
O13 2.4965 4.4221 -0.8875  -0.06
O14 1.0487 4.3093 1.8337  -0.06
H25 0.6314 5.7694 0.2790  0.12
H26 1.3769 6.3436 1.7236  0.12
H27 3.3354 4.7429 0.9311  0.11
H28 3.0588 6.1947 0.0962  0.12
H29 2.3330 3.5182 -0.5857  0.02
H30 0.1343 4.3872 2.1262  0.07
C13 4.0191 3.0771 3.5501  -0.23
C14 5.2078 2.2555 4.0027  -0.21
O15 5.3637 2.1795 5.4514  -0.08
O16 2.7747 2.6190 4.0867  -0.08
H31 3.8869 2.9651 2.4708  0.11
H32 4.0923 4.1319 3.8230  0.12
H33 6.1301 2.3071 3.4296  0.12
H34 4.9033 1.2166 3.8130  0.10
H35 4.5072 1.8563 5.7511  0.07
H36 2.1640 2.4031 3.3785  0.02
C15 -1.2255 -0.2306 5.0026  -0.68
O17 -1.3576 -1.4319 5.1755  0.03
N2 -2.2011 0.6232 5.4228  0.15
N3 -0.2086 0.3518 4.3222  0.18
H37 -2.3594 1.5277 5.0151  0.08
H38 -2.8782 0.3399 6.1070  0.10
H39 -0.2645 1.3529 4.2281  0.09
H40 0.2988 -0.0936 3.5742  0.05
C16 -1.8625 -4.3622 2.7847  -0.69
O18 -1.8461 -4.6833 3.9652  0.03
N4 -2.1095 -5.2004 1.7444  0.15
N5 -1.6594 -3.0773 2.3743  0.16
H41 -2.3022 -4.7726 0.8578  0.09
H42 -2.2153 -6.1866 1.8990  0.11
H43 -1.1714 -2.9357 1.5130  0.04
H44 -1.6172 -2.3882 3.1103  0.07
C17 7.2253 -0.1601 0.9556  -0.66
O19 7.2637 0.5683 -0.0298  0.02
N6 8.3639 -0.6553 1.5368  0.14
N7 6.1572 -0.6277 1.6313  0.18
H45 8.3207 -1.0788 2.4440  0.09
H46 9.2617 -0.3048 1.2479  0.10
H47 5.2437 -0.5864 1.2074  0.08
H48 6.2668 -0.9832 2.5597  0.11
C18 -5.1927 3.8318 -2.0706  -0.05
C19 -4.2061 4.3392 -1.0482  -0.48
C20 -4.1579 5.9005 -1.0738  -0.11
C21 -3.8636 6.7012 0.2106  -0.17
C22 -4.6499 6.1169 1.3576  -0.16
C23 -4.5239 4.6131 1.5125  -0.50
N8 -4.6086 3.8749 0.2694  -0.14
O20 -4.7533 2.4949 0.3831  0.01
C24 -3.1562 4.3431 2.1714  -0.02
C25 -5.7227 4.2154 2.4158  -0.02
C26 -2.8023 3.7436 -1.4000  -0.02
H49 -5.1539 4.1850 -3.1034  0.09
H50 -6.2037 4.1414 -1.7861  0.09
H51 -5.2503 2.7428 -2.1110  0.07
H52 -3.4496 6.1285 -1.8755  0.11
H53 -5.0631 6.3610 -1.4836  0.11
H54 -3.9190 7.7843 0.1161  0.12
H55 -2.7903 6.5287 0.3615  0.09
H56 -5.6983 6.4110 1.2500  0.13
H57 -4.3492 6.6272 2.2759  0.13
H58 -2.4218 4.9049 1.5929  0.06
H59 -3.2350 4.5858 3.2346  0.09
H60 -2.7337 3.3347 2.2290  0.06
H61 -5.5248 3.2133 2.7948  0.08
H62 -5.9393 5.0131 3.1267  0.08
H63 -6.6741 4.1505 1.8838  0.09
H64 -2.7597 2.6650 -1.2453  0.06
H65 -1.9837 4.1906 -0.8261  0.07
H66 -2.4921 3.9859 -2.4191  0.08
H67 -3.8309 2.2089 0.4774  0.08
C27 -3.9297 1.2741 -5.0476  -0.04
C28 -3.7319 -0.1553 -4.5804  -0.48
C29 -2.1676 -0.2404 -4.2081  -0.13
C30 -1.8348 -1.2952 -3.2192  -0.20
C31 -2.7589 -1.1871 -2.0212  -0.14
C32 -4.2685 -1.3567 -2.3223  -0.50
N9 -4.5742 -0.3719 -3.3873  -0.10
O21 -5.9428 -0.3790 -3.7686  -0.02
C33 -4.6094 -2.7976 -2.6949  -0.02
C34 -5.1151 -0.9187 -1.1376  -0.03
C35 -3.9561 -1.2062 -5.6916  -0.03
H68 -3.6681 1.9887 -4.2666  0.07
H69 -4.9657 1.5072 -5.3025  0.08
H70 -3.3515 1.4609 -5.9546  0.09
H71 -1.6439 -0.3075 -5.1628  0.12
H72 -1.9338 0.7442 -3.7943  0.11
H73 -0.8220 -1.1830 -2.8175  0.10
H74 -1.8440 -2.3275 -3.5801  0.11
H75 -2.5775 -0.2289 -1.5313  0.09
H76 -2.4095 -1.8416 -1.2160  0.11
H77 -4.3776 -3.4355 -1.8398  0.09
H78 -5.6568 -2.9080 -2.9744  0.09
H79 -4.0354 -3.1682 -3.5447  0.06
H80 -4.8752 0.1151 -0.8789  0.07
H81 -6.1876 -1.0688 -1.2572  0.09
H82 -4.8882 -1.4513 -0.2086  0.09
H83 -3.6732 -2.1977 -5.3398  0.06
H84 -3.5143 -0.9531 -6.6549  0.08
H85 -5.0224 -1.3207 -5.9068  0.08
H86 -6.3636 0.1474 -3.0804  0.09

The value obtained for the electronic energy is -132275.1707 eV.

Molecular formula: C22H24N4O3S
Method: DFT, ωB97M-V/def2-TZVPD

Each line ends with the Löwdin charge.
CARTESIAN COORDINATES (ANGSTROEM)
C1 1.8841 2.8240 0.8833  -0.07
O1 2.7321 1.7749 1.2739  -0.09
C2 4.0793 2.0093 1.3549  -0.21
C3 4.6802 3.2059 0.9851  -0.02
C4 6.0513 3.3647 1.0924  -0.08
C5 6.8378 2.3330 1.5657  -0.09
C6 6.2435 1.1371 1.9277  -0.06
C7 4.8740 0.9564 1.8322  -0.18
C8 4.2661 -0.3495 2.2757  -0.11
N1 3.1773 -0.7951 1.4215  0.00
C9 3.4605 -1.0702 0.1167  -0.77
S1 4.9851 -1.0690 -0.5040  0.73
N2 2.4196 -1.3816 -0.7051  0.09
C10 1.1123 -1.4331 -0.3029  -0.16
C11 0.0834 -1.7439 -1.1906  0.06
C12 -1.2237 -1.7921 -0.7403  -0.13
C13 -2.2977 -2.2387 -1.6907  -0.42
O2 -2.2783 -3.3650 -2.1529  0.08
N3 -3.2536 -1.3390 -1.9983  -0.04
C14 -3.3497 0.0198 -1.5271  -0.12
C15 -4.6596 0.2053 -0.7575  -0.18
N4 -5.7765 -0.1346 -1.6181  -0.23
C16 -7.0493 0.1481 -0.9921  -0.10
C17 -5.6749 -1.5197 -2.0444  -0.18
C18 -4.3782 -1.7205 -2.8252  -0.11
C19 -1.5124 -1.5510 0.6059  -0.02
C20 -0.4975 -1.2422 1.4850  0.02
C21 0.8220 -1.1745 1.0416  -0.06
C22 1.9003 -0.8401 1.9782  -0.36
O3 1.7217 -0.6268 3.1568  0.10
H1 2.0776 3.1367 -0.1486  0.10
H2 1.9765 3.6868 1.5500  0.10
H3 0.8733 2.4229 0.9542  0.09
H4 4.0859 4.0236 0.6091  0.10
H5 6.4989 4.3022 0.7984  0.10
H6 7.9070 2.4522 1.6461  0.10
H7 6.8530 0.3213 2.2864  0.12
H8 3.8334 -0.2414 3.2756  0.14
H9 5.0401 -1.1218 2.2949  0.12
H10 2.6636 -1.5956 -1.6636  0.14
H11 0.3064 -1.9591 -2.2247  0.13
H12 -2.4949 0.2673 -0.8979  0.12
H13 -3.3605 0.6881 -2.3966  0.13
H14 -4.7572 1.2500 -0.4541  0.12
H15 -4.6420 -0.4211 0.1541  0.12
H16 -7.8480 -0.0754 -1.6972  0.08
H17 -7.0940 1.2062 -0.7392  0.08
H18 -7.2143 -0.4401 -0.0760  0.09
H19 -6.5255 -1.7488 -2.6891  0.12
H20 -5.6931 -2.2124 -1.1832  0.13
H21 -4.2499 -2.7658 -3.1089  0.12
H22 -4.3927 -1.0927 -3.7221  0.13
H23 -2.5306 -1.6234 0.9560  0.12
H24 -0.6926 -1.0517 2.5291  0.12

The value obtained for the energy relative to the best compared isomer or geometry (same formula, charge and spin) is 13.7 kcal/mol. Its structure (SMILES) is COc1ccccc1Cn1c(=S)[nH]c2cc(C(=O)N3CCN(C)CC3)ccc2c1=O. The value obtained for the electronic energy is -46143.0678 eV.